No. 1
Entry from the OMol25 dataset: the molecule C4H5ClO in a non-equilibrium geometry (wB97M-V/def2-TZVPD).

Structure (ORCA input):
```
! RIJCOSX wB97M-V def2-TZVPD def2/J DEFGRID3
* xyz 0 1
C -1.693 -1.063 0.808
C 0.348 -0.300 -0.435
C -0.800 0.186 0.608
C -2.740 -0.415 1.421
O -1.294 -2.198 0.745
Cl -3.869 0.531 0.724
H -0.254 -0.799 -1.339
H 0.780 0.678 -0.699
H 1.159 -0.955 -0.075
H -0.308 0.438 1.492
H -1.212 1.074 0.366
*
```

E_LUMO = -0.949 eV
E_tot = -18794.44629 eV
maximum force = 0.1019 hartree/bohr
highest occupied orbital energy = -9.0 eV

No. 2
Entry from the OMol25 dataset: a structure of composition C32H36GeN2O5Pd (wB97M-V/def2-TZVPD).

Structure (ORCA input):
```
! RIJCOSX wB97M-V def2-TZVPD def2/J DEFGRID3
* xyz -2 1
Pd -1.046 0.642 -0.206
N 0.703 1.362 -1.429
C 1.479 0.509 -2.321
C 2.170 -0.658 -1.612
N 1.345 -1.700 -1.029
H 0.145 2.025 -1.951
H 1.299 1.933 -0.842
H 2.263 1.087 -2.834
H 0.805 0.118 -3.088
H 2.819 -0.249 -0.828
H 2.839 -1.120 -2.347
H 0.629 -1.320 -0.413
H 0.817 -2.167 -1.758
C -3.873 -5.634 2.002
O -4.819 -4.612 1.820
C -4.349 -3.424 1.279
C -5.323 -2.465 1.012
C -4.909 -1.254 0.463
C -3.581 -0.984 0.176
C -3.214 0.300 -0.530
C -3.349 1.601 0.249
O -3.067 0.325 -1.767
C -2.577 -1.933 0.502
O -1.332 -1.653 0.366
C -3.011 -3.182 1.034
H -4.424 -6.509 2.347
H -3.121 -5.365 2.752
H -3.354 -5.879 1.070
H -6.362 -2.680 1.225
H -5.656 -0.499 0.233
H -3.976 1.487 1.133
H -3.732 2.388 -0.403
H -2.332 1.940 0.603
H -2.239 -3.902 1.267
O 1.488 3.542 1.275
C 2.220 4.018 0.347
O 1.913 4.143 -0.846
C 3.610 4.473 0.802
C 4.086 3.669 1.993
Ge 2.560 3.274 3.218
C 1.672 4.928 3.828
C 2.385 6.110 4.012
C 1.760 7.276 4.440
C 0.395 7.275 4.697
C -0.333 6.106 4.513
C 0.301 4.949 4.080
C 1.454 1.658 3.491
C 1.291 1.258 4.823
C 0.547 0.140 5.165
C -0.043 -0.628 4.172
C 0.087 -0.252 2.844
C 0.812 0.894 2.506
C 3.809 2.944 4.826
C 4.643 1.823 4.786
C 5.581 1.560 5.775
C 5.714 2.426 6.855
C 4.896 3.544 6.926
C 3.962 3.793 5.923
H 3.490 5.523 1.096
H 4.286 4.456 -0.054
H 4.826 4.212 2.588
H 4.553 2.725 1.697
H 3.455 6.128 3.819
H 2.338 8.184 4.571
H -0.099 8.180 5.031
H -1.401 6.097 4.699
H -0.282 4.047 3.921
H 1.764 1.827 5.615
H 0.438 -0.130 6.210
H -0.622 -1.508 4.429
H -0.406 -0.812 2.055
H 0.783 1.173 1.450
H 4.546 1.117 3.964
H 6.205 0.675 5.709
H 6.442 2.226 7.633
H 4.979 4.225 7.767
H 3.329 4.670 6.013
*
```

E_LUMO = 4.373 eV
E_tot = -106982.44029 eV
maximum force = 0.0157 hartree/bohr
highest occupied orbital energy = -1.4 eV

No. 3
Entry from the OMol25 dataset: a cluster of 2 separate species, CH8N3S in total in a non-equilibrium geometry (wB97M-V/def2-TZVPD).

Structure (ORCA input):
```
! RIJCOSX wB97M-V def2-TZVPD def2/J DEFGRID3
* xyz 1 3
C 2.736 -0.056 0.171
N -2.500 0.610 1.179
N -2.324 -0.147 -0.024
N 1.857 0.089 -0.790
S -0.662 -0.170 -0.705
H 3.158 0.733 0.686
H 2.915 -0.961 0.546
H -2.264 -0.008 1.946
H -1.737 1.385 1.198
H -2.768 -1.128 0.277
H 1.772 1.005 -1.174
H -3.071 0.167 -0.800
H 1.455 -0.851 -1.202
*
```

E_LUMO (spin up / spin down) = -4.173 / -7.329 eV
E_tot = -16459.50388 eV
maximum force = 0.1057 hartree/bohr
highest occupied orbital energy (spin up / spin down) = -9.8 / -14.5 eV

No. 4
Entry from the OMol25 dataset: a structure of composition C42H38N7OPRbS3 (wB97M-V/def2-TZVPD).

Structure (ORCA input):
```
! RIJCOSX wB97M-V def2-TZVPD def2/J DEFGRID3
* xyz -1 1
Rb -0.854 0.404 0.641
C 2.168 3.710 1.121
C 0.758 4.061 0.737
C 0.263 3.790 -0.536
C -1.042 4.120 -0.882
C -1.875 4.730 0.044
C -1.396 4.999 1.319
C -0.095 4.664 1.659
H 2.664 3.154 0.327
H 2.182 3.064 1.999
H 2.745 4.613 1.337
H 0.908 3.309 -1.263
H -1.401 3.898 -1.881
H -2.894 4.987 -0.218
H -2.045 5.449 2.060
H 0.259 4.846 2.667
C -4.217 2.163 -0.876
C -4.056 0.785 -1.422
N -2.924 0.153 -1.493
C -3.100 -1.124 -1.958
C -4.373 -1.458 -2.289
S -5.407 -0.139 -1.958
C -1.969 -2.106 -1.991
C -1.506 -2.431 -3.364
S -1.239 -5.147 -1.171
C -0.836 -3.667 -0.591
N -1.602 -2.564 -0.872
C 0.210 -3.442 0.450
H -3.785 2.202 0.125
H -5.268 2.441 -0.812
H -3.698 2.886 -1.505
H -4.743 -2.409 -2.636
H -2.346 -2.708 -3.991
H 0.923 -4.260 0.458
H -0.294 -3.409 1.422
H 0.725 -2.487 0.329
O 1.333 -0.585 1.923
C 2.246 0.115 1.443
C 3.291 -0.666 0.641
C 4.198 -1.481 1.324
C 5.292 -2.026 0.675
C 5.502 -1.766 -0.678
C 4.593 -0.986 -1.375
C 3.486 -0.440 -0.727
P 2.169 0.491 -1.605
C 1.227 -0.862 -2.440
C 0.240 -0.507 -3.285
C -0.548 -1.479 -4.066
C -0.192 -2.958 -3.850
C 0.969 -3.229 -2.989
C 1.601 -2.268 -2.309
C 3.130 1.177 -3.019
C 3.260 0.579 -4.270
C 4.026 1.175 -5.263
C 4.675 2.378 -5.020
C 4.551 2.984 -3.778
C 3.780 2.390 -2.790
H 4.036 -1.667 2.381
H 5.989 -2.654 1.218
H 6.365 -2.178 -1.187
H 4.745 -0.806 -2.433
H 0.039 0.546 -3.464
H -0.860 -1.149 -5.049
H -0.297 -3.622 -4.700
H 1.330 -4.248 -2.949
H 2.449 -2.522 -1.688
H 2.760 -0.360 -4.472
H 4.119 0.695 -6.230
H 5.271 2.841 -5.796
H 5.049 3.925 -3.580
H 3.682 2.871 -1.823
N -3.477 -0.332 1.639
C -3.774 -1.230 2.307
C -4.052 -2.363 3.089
C -3.023 -3.316 3.239
N -2.164 -4.075 3.398
C -5.330 -2.567 3.648
N -6.373 -2.735 4.119
C -3.528 0.540 5.441
N -2.192 0.089 5.152
C -1.731 -1.216 5.593
C -0.394 -1.380 4.854
N -0.210 -0.074 4.223
C -1.313 0.696 4.332
S -1.526 2.188 3.589
H -3.668 0.673 6.517
H -4.255 -0.190 5.078
H -3.688 1.489 4.936
H -2.446 -1.993 5.321
H -1.610 -1.227 6.681
H -0.435 -2.185 4.121
H 0.425 -1.584 5.545
H 0.417 0.010 3.422
*
```

E_LUMO = 1.728 eV
E_tot = -99099.03776 eV
maximum force = 0.0078 hartree/bohr
highest occupied orbital energy = -3.8 eV

Results for relative energy (zero: lowest compared OMol25 entry of this formula, charge and spin): 3.753 0.886 0.630 2.217 (in eV, following the order of the records).